[1]
Molecular formula: C47H50N9RbS5Te
Method: DFT, ωB97M-V/def2-TZVPD

- total charge = -2
- DFT total energy (Ha) = -4596.948954
- gap between HOMO and LUMO (hartree) = 0.187

Last column: Mulliken charge in e.
Positions of all 113 atoms, in Å:
Rb -0.593 -0.003 0.574  0.57
S -5.105 -1.102 0.806  -0.56
C -5.051 -1.140 -0.933  0.29
C -6.179 -0.688 -1.654  -0.74
C -6.208 -0.639 -3.035  -0.56
C -5.112 -1.066 -3.777  -0.61
C -4.008 -1.557 -3.107  -0.51
C -3.959 -1.596 -1.713  0.27
S -2.417 -2.171 -1.031  0.19
C -2.997 -3.446 0.149  -0.62
C -1.908 -3.889 1.072  0.45
C -1.251 -5.096 0.864  -0.85
C -0.284 -5.498 1.772  -0.33
C -0.014 -4.699 2.866  -0.54
C -0.712 -3.502 3.003  0.68
C -0.513 -2.621 4.203  -1.14
S 0.068 -0.929 3.791  0.15
C 1.645 -0.863 4.621  -0.25
C 1.754 0.115 5.610  -0.73
C 2.939 0.325 6.295  -0.75
C 4.034 -0.481 5.995  -0.56
C 3.940 -1.454 5.019  -0.59
C 2.755 -1.679 4.276  0.46
S 2.741 -2.871 3.029  -0.16
N -1.624 -3.105 2.120  -0.26
H -7.030 -0.357 -1.073  0.39
H -7.091 -0.260 -3.539  0.33
H -5.115 -1.010 -4.859  0.33
H -3.148 -1.909 -3.663  0.29
H -3.378 -4.278 -0.443  0.39
H -3.796 -2.962 0.712  0.20
H -1.492 -5.703 -0.001  0.35
H 0.251 -6.430 1.626  0.40
H 0.739 -4.981 3.587  0.40
H 0.216 -3.041 4.891  0.43
H -1.469 -2.474 4.705  0.51
H 0.888 0.732 5.820  0.46
H 3.005 1.097 7.053  0.38
H 4.969 -0.346 6.530  0.33
H 4.792 -2.078 4.781  0.44
C 3.794 0.572 0.844  -2.01
C 2.429 0.526 1.557  2.57
C 2.118 1.691 2.436  0.86
C 3.070 2.273 3.270  -0.81
C 2.702 3.340 4.069  -0.47
C 1.390 3.791 4.034  -0.85
C 0.498 3.137 3.199  0.07
N 0.853 2.127 2.406  0.33
N 3.744 -0.334 -0.285  1.29
C 4.080 -1.678 0.131  -0.64
C 3.261 -2.838 -0.378  0.35
C 3.870 -4.081 -0.547  -0.90
C 3.093 -5.191 -0.823  -0.69
C 1.721 -5.031 -0.910  -0.88
C 1.204 -3.753 -0.758  -0.28
N 1.944 -2.673 -0.510  0.87
C 4.422 0.100 -1.514  -0.95
C 3.947 1.330 -2.273  0.72
C 3.665 1.265 -3.626  -0.39
C 3.340 2.424 -4.320  -0.53
C 3.321 3.622 -3.619  -0.52
C 3.606 3.594 -2.272  -0.31
N 3.956 2.493 -1.610  -0.31
H 4.558 0.243 1.563  0.24
H 4.038 1.565 0.493  0.78
H 2.395 -0.397 2.144  -0.42
H 1.622 0.470 0.811  -1.98
H 4.080 1.881 3.294  0.38
H 3.432 3.811 4.717  0.44
H 1.060 4.623 4.642  0.41
H -0.551 3.424 3.168  0.05
H 3.878 -1.737 1.208  -0.30
H 5.153 -1.884 -0.019  0.09
H 4.944 -4.166 -0.434  0.46
H 3.548 -6.164 -0.967  0.39
H 1.065 -5.869 -1.109  0.57
H 0.138 -3.579 -0.858  0.24
H 4.406 -0.751 -2.200  0.30
H 5.482 0.305 -1.275  0.27
H 3.689 0.324 -4.156  0.24
H 3.274 2.407 -5.395  0.41
H 3.078 4.554 -4.112  0.38
H 3.595 4.504 -1.678  0.39
S -3.524 3.273 3.329  -0.45
C -3.552 2.994 1.680  -0.27
N -4.373 2.193 0.983  -0.01
C -4.027 2.184 -0.444  0.25
C -3.183 3.453 -0.577  -0.17
N -2.731 3.634 0.802  0.00
H -4.747 1.320 1.360  0.17
H -4.922 2.202 -1.061  0.22
H -3.438 1.297 -0.721  -0.38
H -3.781 4.303 -0.923  0.12
H -2.349 3.315 -1.261  0.19
H -2.269 4.471 1.104  0.25
N 1.188 -2.143 -4.317  -0.67
N 0.569 -1.077 -3.586  0.07
H 1.187 -3.007 -3.799  0.29
H 2.159 -1.889 -4.448  0.23
H 0.910 -0.962 -2.617  0.08
H -0.426 -1.265 -3.532  0.03
Te -1.666 1.444 -3.442  -0.21
C -2.983 3.062 -3.773  -0.84
C -2.519 4.344 -4.091  -0.19
C -3.385 5.417 -4.250  -0.47
C -4.758 5.244 -4.109  -0.50
C -5.244 3.970 -3.831  -0.34
C -4.373 2.901 -3.679  0.09
H -1.451 4.500 -4.206  0.40
H -2.989 6.402 -4.476  0.35
H -5.434 6.085 -4.202  0.34
H -6.312 3.815 -3.721  0.35
H -4.767 1.910 -3.472  0.28

***

[2]
Molecular formula: C47H51N4O3P3RbS2
Method: DFT, ωB97M-V/def2-TZVPD

- total charge = -1
- ΔE to the lowest compared entry with this formula, charge and spin (eV) = 0.9690
- DFT total energy (Ha) = -4110.918040
- gap between HOMO and LUMO (hartree) = 0.204

Last column: Mulliken charge in e.
Positions of all 111 atoms, in Å:
Rb -2.312 0.244 -0.227  0.86
C 1.374 -2.920 1.139  -0.32
C 0.357 -3.829 1.771  0.49
C 0.776 -5.026 2.406  -0.89
C -0.164 -5.846 2.942  -0.84
C -1.533 -5.495 2.880  1.19
C -2.536 -6.342 3.395  -0.87
C -3.842 -5.945 3.303  -0.51
C -4.184 -4.706 2.737  -0.69
C -3.242 -3.811 2.227  0.35
S -3.746 -2.277 1.600  -0.35
C -1.862 -4.249 2.270  -0.85
N -0.895 -3.461 1.714  0.25
H 2.179 -3.493 0.671  0.54
H 1.827 -2.263 1.889  0.29
H 0.886 -2.296 0.393  -0.43
H 1.832 -5.269 2.457  0.44
H 0.117 -6.778 3.424  0.35
H -2.259 -7.289 3.845  0.32
H -4.628 -6.592 3.677  0.33
H -5.221 -4.404 2.688  0.42
O -1.991 3.300 -0.196  -0.21
N -2.561 3.738 0.819  -0.98
N -2.731 2.863 1.766  0.56
O -2.329 1.619 1.698  0.00
C -3.411 3.315 2.952  -0.06
C -3.500 2.428 4.017  -0.22
C -4.137 2.820 5.188  -0.71
C -4.694 4.086 5.302  -0.41
C -4.620 4.960 4.222  -0.46
C -3.985 4.585 3.049  -0.38
H -3.072 1.443 3.890  0.52
H -4.203 2.125 6.017  0.36
H -5.190 4.387 6.218  0.37
H -5.075 5.942 4.292  0.35
H -3.923 5.256 2.206  0.46
C 6.898 -0.488 -1.937  -0.64
S 6.949 0.540 -0.454  -0.14
C 5.275 0.229 0.171  -0.91
C 4.170 0.906 -0.629  0.50
C 2.803 0.493 -0.084  -0.99
N 1.670 1.203 -0.726  0.83
P 0.785 2.381 0.217  0.48
C 2.227 3.517 0.527  0.28
C 3.127 3.447 1.589  -0.29
C 4.259 4.255 1.617  -0.71
C 4.500 5.164 0.594  -0.54
C 3.593 5.272 -0.453  -0.58
C 2.470 4.454 -0.482  -0.49
C 0.579 1.633 1.882  0.53
C 0.400 2.487 2.974  -0.62
C 0.047 1.981 4.216  -0.81
C -0.147 0.614 4.385  -0.90
C 0.020 -0.244 3.308  -0.49
C 0.380 0.265 2.066  -0.03
P 0.608 0.141 -1.645  0.28
C 1.899 -0.560 -2.789  0.24
C 2.589 0.260 -3.687  -0.47
C 3.549 -0.272 -4.534  -0.66
C 3.840 -1.634 -4.495  -0.49
C 3.167 -2.456 -3.606  -0.59
C 2.195 -1.918 -2.761  -0.51
C -0.194 1.185 -2.950  1.27
C -0.677 0.445 -4.036  -0.77
C -1.312 1.064 -5.095  -0.68
C -1.493 2.444 -5.088  -0.69
C -1.044 3.185 -4.008  -0.78
C -0.404 2.561 -2.940  -0.47
H 7.843 -0.338 -2.461  0.39
H 6.077 -0.190 -2.589  0.07
H 6.795 -1.541 -1.670  0.23
H 5.285 0.604 1.198  0.39
H 5.130 -0.855 0.205  0.33
H 4.238 0.632 -1.681  -0.26
H 4.278 1.989 -0.561  -0.14
H 2.788 0.691 0.988  0.52
H 2.689 -0.592 -0.194  0.36
H 2.953 2.752 2.402  0.31
H 4.962 4.167 2.438  0.41
H 5.387 5.786 0.614  0.36
H 3.761 5.992 -1.247  0.42
H 1.767 4.528 -1.308  0.30
H 0.513 3.559 2.842  0.57
H -0.105 2.659 5.048  0.40
H -0.459 0.226 5.348  0.38
H -0.154 -1.309 3.417  0.27
H 0.471 -0.415 1.223  0.42
H 2.368 1.322 -3.711  0.36
H 4.079 0.375 -5.224  0.41
H 4.594 -2.049 -5.154  0.38
H 3.392 -3.516 -3.568  0.46
H 1.661 -2.562 -2.075  0.44
H -0.543 -0.631 -4.048  0.40
H -1.676 0.472 -5.928  0.41
H -1.988 2.933 -5.918  0.36
H -1.201 4.257 -3.981  0.45
H -0.105 3.150 -2.087  0.23
C -3.512 -3.465 -1.713  -0.74
P -3.639 -2.065 -2.806  0.88
C -3.086 -2.708 -4.404  -1.18
C -5.395 -1.727 -3.019  -1.33
O -2.873 -0.844 -2.401  -0.35
H -4.153 -4.284 -2.051  0.44
H -3.785 -3.160 -0.693  -0.17
H -2.468 -3.791 -1.688  0.33
H -3.671 -3.578 -4.712  0.40
H -2.036 -2.993 -4.306  0.29
H -3.167 -1.919 -5.156  0.28
H -5.938 -2.617 -3.346  0.39
H -5.509 -0.929 -3.754  0.35
H -5.796 -1.390 -2.061  0.32

***

no.,largest force on an atom (eV/A)
1,1.2
2,2.0